Molecular formula: C5H13NP
Method: DFT, the ωB97M-V functional and the def2-TZVPD basis

Computed properties:
Relative energy (zero: lowest compared OMol25 entry of this formula, charge and spin): 382.3 kJ/mol
Largest force on an atom: 5.1 eV Å⁻¹

The geometry in ORCA input format:
```
! wB97M-V def2-TZVPD RIJCOSX def2/J DEFGRID3
* xyz 1 1
C 0.24082 0.45596 -0.84429
C 2.51081 0.70959 0.08402
C -2.44563 1.53582 0.46672
C 1.65432 -0.03297 -0.81991
C -2.50930 0.33758 -0.42034
N 0.08492 -2.64626 0.87234
P -1.13253 -0.67224 -0.51478
H 0.21777 1.54543 -1.10544
H 2.15366 0.84452 1.07861
H 3.48646 0.37861 -0.06000
H 2.38212 1.75298 -0.35372
H -3.47808 1.70116 0.80204
H -2.18129 2.43857 -0.06388
H -1.69910 1.44841 1.33424
H 1.50774 -1.11622 -0.44557
H 2.00632 0.06177 -1.87407
H -3.39624 -0.03561 -0.98826
H -0.55119 -3.49450 0.62948
H 0.16228 -2.26419 1.80147
H 0.98618 -2.94841 0.42134
*
```